ORCA calculation (wB97M-V/def2-TZVPD) on the ion C5H8IN2 with charge +1 in a non-equilibrium geometry.

Last column: Löwdin charge in e.
Positions of all 16 atoms, in Å:
1 C -0.49808 -1.35574 1.31325  -0.061
2 C 0.09468 -0.14815 0.79403  -0.141
3 N 1.40570 -0.00677 0.37227  0.102
4 C 1.72054 1.11403 -0.45278  -0.053
5 N 0.76605 1.69782 -1.07481  0.109
6 C -0.57838 1.41722 -0.97153  -0.195
7 C -0.88639 0.10942 -1.30042  -0.566
8 I -2.91766 -0.54556 -1.48810  0.917
9 H -0.65900 -1.41313 2.43329  0.135
10 H 0.12839 -2.20798 1.04182  0.092
11 H -1.50808 -1.59247 0.71956  0.076
12 H -0.43614 0.67983 1.32378  0.165
13 H 1.98629 -0.75500 0.20944  0.129
14 H 2.71397 1.22826 -0.54829  0.110
15 H -1.12531 2.37813 -0.85520  0.159
16 H -0.20659 -0.59992 -1.51630  0.022

The gap between HOMO and LUMO is 0.279 hartree. For the energy above the lowest of the compared OMol25 structures with the same formula, charge and spin, the calculation gives 3.3059 eV. Its LUMO energy is -0.2009 Eh. As for the SMILES: C/C=[NH+]/C=N\C=C\I. As for the charge: +1. The calculation puts the total energy at -16385.1210 eV.